Here is a cluster of 2 separate species, HN2O3S in total at a distorted geometry from OMol25. Energies are from ωB97M-V/def2-TZVPD.

The value obtained for the gap between HOMO and LUMO (spin up / spin down) is 7.781 / 7.063 eV. As for the expectation value of S²: 2.011. For the molar mass, the calculation gives 109.1 g/mol. For the HOMO energy (spin up / spin down), the calculation gives -3.57 / -4.38 eV. For the energy above the lowest of the compared OMol25 structures with the same formula, charge and spin, the calculation gives 0.791 eV. The total energy comes out at -733.92322 Eh.

The geometry in ORCA input format:
```
! wB97M-V def2-TZVPD RIJCOSX def2/J DEFGRID3
* xyz -1 3
N -1.65275 1.16005 0.14475
N -0.18546 -0.19943 0.50449
O 2.07859 0.96084 0.30361
O -2.48914 0.61171 -0.51193
O 1.70103 -1.47320 -0.28941
S 1.15298 -0.03523 -0.32840
H -0.60525 -1.02472 0.17690
*
```



Here is a cluster of 2 separate species, C4H14N2O in total at a distorted geometry from OMol25. Energies are from ωB97M-V/def2-TZVPD.

The value obtained for the gap between HOMO and LUMO is 10.353 eV. For the molar mass, the calculation gives 106.2 g/mol. For the HOMO energy, the calculation gives -9.27 eV. For the energy above the lowest of the compared OMol25 structures with the same formula, charge and spin, the calculation gives 1.119 eV. The total energy comes out at -345.53505 Eh. Its structure (SMILES) is CC[C@@H](N)CN.O.

The geometry in ORCA input format:
```
! wB97M-V def2-TZVPD RIJCOSX def2/J DEFGRID3
* xyz 0 1
C 1.26890 -1.65781 -1.39940
C 1.20631 -1.18391 0.06043
C 1.06590 0.31714 0.21888
N -0.35846 0.69401 0.04071
C 1.53771 0.77778 1.57890
N 1.28624 2.21508 1.80173
H 1.62141 -2.68370 -1.47869
H 1.88435 -1.02851 -2.04864
H 0.27705 -1.74382 -1.85888
H 0.22835 -1.58097 0.38683
H 1.94936 -1.65279 0.70929
H 1.63468 0.83332 -0.55837
H -0.58656 0.52914 -0.93913
H -0.38287 1.72294 0.02534
H 2.59715 0.54550 1.68066
H 1.01916 0.23597 2.37030
H 1.02286 2.35332 2.76522
H 2.12984 2.74037 1.62232
O -6.32971 -0.52542 -2.03013
H -6.12906 -1.04971 -1.24695
H -6.94261 0.14207 -1.70044
*
```



Here is a cluster of 2 separate species, C3H10OS in total at a distorted geometry from OMol25. Energies are from ωB97M-V/def2-TZVPD.

The value obtained for the gap between HOMO and LUMO is 9.289 eV. For the molar mass, the calculation gives 94.2 g/mol. For the HOMO energy, the calculation gives -8.50 eV. For the energy above the lowest of the compared OMol25 structures with the same formula, charge and spin, the calculation gives 0.476 eV. The total energy comes out at -593.69961 Eh. Its structure (SMILES) is CCSC.O.

The geometry in ORCA input format:
```
! wB97M-V def2-TZVPD RIJCOSX def2/J DEFGRID3
* xyz 0 1
C 1.08471 -0.80949 -1.15454
C 0.93567 -0.44994 0.30961
S -0.39717 0.76455 0.68268
C -0.42339 0.63376 2.52600
H 1.72969 -1.69041 -1.36768
H 1.20075 0.08829 -1.83407
H 0.13746 -1.19170 -1.53318
H 1.83879 -0.10793 0.80804
H 0.74114 -1.45225 0.76555
H -0.53754 -0.40596 2.86220
H 0.45519 1.06665 3.02867
H -1.19181 1.33124 2.80793
O -1.70899 0.40820 -2.72696
H -2.63404 0.58274 -2.55437
H -1.23046 1.23224 -2.61989
*
```



Here is a cluster of 2 separate species, C2H7INO in total at a distorted geometry from OMol25. Energies are from ωB97M-V/def2-TZVPD.

The value obtained for the gap between HOMO and LUMO is 8.129 eV. For the molar mass, the calculation gives 188.0 g/mol. For the HOMO energy, the calculation gives -12.52 eV. For the energy above the lowest of the compared OMol25 structures with the same formula, charge and spin, the calculation gives 0.864 eV. The total energy comes out at -507.80161 Eh.

The geometry in ORCA input format:
```
! wB97M-V def2-TZVPD RIJCOSX def2/J DEFGRID3
* xyz 1 1
C -1.81867 2.28494 0.27753
C -1.64379 0.85302 0.06619
N 1.51212 -2.05592 0.11977
O -0.71049 0.11798 -0.00329
I -3.52767 -0.20879 -0.35900
H -2.53888 2.61291 -0.39503
H -2.40022 2.71150 1.18838
H -0.82207 2.67933 0.03354
H 2.36279 -1.46115 -0.31495
H 1.35236 -2.53177 1.05274
H 1.41551 -2.87697 -0.52857
H 0.64239 -1.55673 0.04411
*
```



Here is a cluster of 2 separate species, C5H14 in total at a distorted geometry from OMol25. Energies are from ωB97M-V/def2-TZVPD.

The value obtained for the gap between HOMO and LUMO (spin up / spin down) is 2.489 / 11.440 eV. As for the expectation value of S²: 0.750. For the molar mass, the calculation gives 74.2 g/mol. For the HOMO energy (spin up / spin down), the calculation gives 1.58 / -7.44 eV. For the energy above the lowest of the compared OMol25 structures with the same formula, charge and spin, the calculation gives 0.612 eV. The total energy comes out at -198.81005 Eh.

The geometry in ORCA input format:
```
! wB97M-V def2-TZVPD RIJCOSX def2/J DEFGRID3
* xyz -1 2
C -1.56918 0.18971 0.96367
C -2.41352 -0.06062 2.19540
C -0.14456 0.73829 1.17136
H -1.48864 -0.76417 0.43046
H -2.10651 0.82561 0.25213
H -3.38857 -0.49142 1.95479
H -0.06123 1.80845 0.96882
H 0.07253 0.63789 2.23470
H -2.55568 0.87679 2.74675
H -1.94026 -0.73144 2.91908
H 0.56335 0.19251 0.55127
C 1.56026 -0.55426 -2.72617
C 2.10312 -0.27926 -1.32792
H 1.87263 -1.55589 -3.04391
H 0.48076 -0.60235 -2.83720
H 1.99375 0.11940 -3.46689
H 3.04849 0.27668 -1.43733
H 2.47043 -1.09653 -0.71277
H 1.50282 0.47062 -0.83626
*
```



Here is the molecule C4H5N3O at a distorted geometry from OMol25. Energies are from ωB97M-V/def2-TZVPD.

The value obtained for the gap between HOMO and LUMO is 10.587 eV. For the molar mass, the calculation gives 111.1 g/mol. For the HOMO energy, the calculation gives -10.35 eV. For the energy above the lowest of the compared OMol25 structures with the same formula, charge and spin, the calculation gives 6.350 eV. The total energy comes out at -394.73419 Eh. Its structure (SMILES) is N#C[C@H]1CN1NC=O.

The geometry in ORCA input format:
```
! wB97M-V def2-TZVPD RIJCOSX def2/J DEFGRID3
* xyz 0 1
N 2.27425 2.27081 0.25154
C 1.68561 1.27475 -0.12216
C 1.24562 -0.01392 -0.54108
C 0.85952 -1.33735 0.26861
N -0.23744 -0.70799 -0.22790
N -1.16911 -0.06368 0.77681
C -2.23395 0.43565 -0.16076
O -3.06497 1.45946 -0.12658
H 1.32205 -0.47124 -1.57111
H 1.25441 -2.27050 -0.08397
H 1.10620 -1.31195 1.34555
H -0.84318 1.00306 1.14875
H -2.19902 -0.26709 -0.95769
*
```